Record 1
Here is an isolated molecule of C25H32N4O3 from the OMol25 dataset. Energies are from wB97M-V/def2-TZVPD.

Positions of all 64 atoms, in Å:
C: -5.80355 -3.03380 -0.88186
C: -4.87754 -1.96252 -0.39675
C: -4.97309 -1.49074 0.90529
C: -4.12719 -0.50469 1.37855
C: -3.15076 0.01422 0.53938
N: -2.27483 1.04040 0.98906
C: -2.42600 2.33573 0.33596
C: -1.38021 2.55944 -0.77203
O: -1.64399 2.42779 -1.95116
N: -0.18448 2.91929 -0.28959
C: 0.97833 3.15380 -1.11989
C: 1.93935 1.95980 -1.05913
C: 2.71958 2.21180 0.22758
C: 3.01347 3.71188 0.15203
C: 1.79681 4.33075 -0.56077
C: -1.32166 0.88968 1.93295
O: -0.57575 1.81368 2.23551
C: -1.16579 -0.47194 2.58064
C: 0.17159 -1.09206 2.16263
C: 0.18304 -1.43171 0.66912
C: 1.46650 -2.14995 0.28897
O: 1.50692 -3.32789 0.01812
N: 2.55398 -1.32509 0.30961
C: 3.88426 -1.61814 0.03960
C: 4.34884 -2.88753 -0.30376
C: 5.70157 -3.03343 -0.54595
C: 6.53918 -1.93090 -0.44153
C: 5.97308 -0.71668 -0.09413
N: 4.68248 -0.55863 0.14159
C: -3.06021 -0.43294 -0.77110
C: -3.91273 -1.41625 -1.24993
C: -3.78850 -1.88388 -2.66569
H: -6.47678 -3.35080 -0.08974
H: -5.23924 -3.89955 -1.22648
H: -6.39929 -2.67397 -1.72012
H: -5.72848 -1.89712 1.56223
H: -4.22259 -0.13659 2.38942
H: -3.42047 2.37904 -0.10971
H: -2.31977 3.11758 1.09373
H: -0.04507 2.87024 0.71574
H: 0.60326 3.33238 -2.13054
H: 1.40063 1.01312 -1.07940
H: 2.61370 1.98688 -1.91539
H: 3.62772 1.61332 0.29353
H: 2.09040 2.00318 1.09615
H: 3.91579 3.87734 -0.43739
H: 3.17251 4.14596 1.13751
H: 1.18325 4.91080 0.12789
H: 2.11045 4.99494 -1.36442
H: -1.98039 -1.14308 2.31923
H: -1.15894 -0.31702 3.66149
H: 0.97438 -0.39093 2.40060
H: 0.33613 -2.00520 2.73790
H: -0.65254 -2.09425 0.43677
H: 0.07743 -0.52020 0.07690
H: 2.41700 -0.34934 0.54171
H: 3.66363 -3.71448 -0.37420
H: 6.10020 -4.00074 -0.81441
H: 7.59857 -2.01312 -0.62457
H: 6.57282 0.17898 0.00336
H: -2.32577 0.00472 -1.43023
H: -3.52570 -2.94100 -2.69753
H: -4.73301 -1.76173 -3.19405
H: -3.02255 -1.31885 -3.18925

Computed properties:
SMILES ... Cc1ccc(N(CC(=O)NC2CCCC2)C(=O)CCCC(=O)Nc2ccccn2)cc1C
Kohn-Sham gap ... 9.6 eV
Electronic energy ... -38550.0305 eV
HOMO energy ... -8.8641 eV

These are the Löwdin partial charges, in e, on atoms 1 to 4: -0.045, -0.233, -0.030, -0.022


Record 2
Here is a structure of composition C24H27N9O4ReS in a non-equilibrium geometry from the OMol25 dataset. Energies are from wB97M-V/def2-TZVPD.

Positions of all 66 atoms, in Å:
Re: -0.74594 -1.17556 -0.99875
N: 0.43700 -5.40541 -0.58522
C: -0.02202 -4.12821 -0.44581
S: -0.53551 -3.32459 -1.92475
N: -0.02413 -3.59821 0.72065
N: -0.51305 -2.26778 0.72971
C: -0.85535 -1.91028 1.93145
C: -1.55041 -0.74019 2.32039
C: -1.91614 -0.61605 3.68031
C: -2.68760 0.42353 4.11338
C: -3.11492 1.38714 3.17828
C: -2.74764 1.30252 1.86158
C: -1.94670 0.24305 1.40735
O: -1.60011 0.22557 0.13329
H: 0.21767 -5.89068 -1.43561
H: 0.54959 -5.95344 0.24994
H: -0.62377 -2.63799 2.70503
H: -1.57659 -1.37688 4.37669
H: -2.97410 0.50248 5.15400
H: -3.73907 2.21082 3.50488
H: -3.04003 2.05076 1.13612
C: 1.42876 3.44663 4.15064
N: 1.77560 2.18799 3.49825
C: 2.87925 1.48628 3.83441
C: 3.18926 0.32564 3.22553
C: 2.28204 -0.11829 2.20945
N: 1.20234 0.54837 1.86679
C: 0.90412 1.73302 2.47810
O: -0.06155 2.43139 2.21024
N: 2.50430 -1.29458 1.58136
H: 2.19351 3.68282 4.88748
H: 0.45861 3.36322 4.63430
H: 1.36198 4.24307 3.41457
H: 3.49886 1.91024 4.61384
H: 4.07253 -0.23731 3.49230
H: 3.40872 -1.72460 1.63462
H: 1.93851 -1.47829 0.76472
C: -1.80816 1.99873 -5.65672
N: -2.16354 1.10069 -4.55995
C: -3.46806 0.86069 -4.25425
C: -3.84379 0.06001 -3.24049
C: -2.78607 -0.51315 -2.47711
O: -2.91096 -1.32262 -1.49995
N: -1.50793 -0.22150 -2.74370
C: -1.10547 0.58220 -3.78476
O: 0.04378 0.83867 -4.06168
H: -2.58163 1.95133 -6.41949
H: -0.85658 1.68499 -6.06809
H: -1.70259 3.02520 -5.30301
H: -4.19188 1.35261 -4.89013
H: -4.87535 -0.13433 -2.99658
C: 2.57386 -2.65016 -1.62272
C: 2.32986 -1.17140 -1.58438
C: 3.25893 -0.24226 -1.85329
C: 2.66668 1.06089 -1.68108
C: 1.38485 0.89993 -1.32609
C: 0.42595 2.03238 -1.08712
N: 1.11845 -0.49902 -1.23092
H: 3.64734 -2.80728 -1.72952
H: 2.07598 -3.13483 -2.46153
H: 2.24385 -3.16568 -0.71638
H: 4.27458 -0.46259 -2.15691
H: 3.14369 2.02196 -1.81839
H: 0.16367 2.49878 -2.04137
H: 0.90833 2.78481 -0.46444
H: -0.48581 1.74477 -0.57941

Computed properties:
Kohn-Sham gap (spin up / spin down) ... 6.5 / 6.6 eV
Electronic energy ... -59895.0590 eV
HOMO energy (spin up / spin down) ... -7.1682 / -7.3017 eV
2S+1 ... 2

These are the Löwdin partial charges, in e, on atoms 1 to 4: 1.452, 0.076, -0.845, 0.664


Record 3
Here is the ion C4H9FNOS with charge +1 in a non-equilibrium geometry from the OMol25 dataset. Energies are from wB97M-V/def2-TZVPD.

Positions of all 17 atoms, in Å:
O: 0.45191 -1.59489 0.97063
C: 0.60196 -0.92288 -0.23328
C: 1.19673 0.49675 0.06648
N: 0.30306 1.10581 0.96816
C: -1.07533 0.68566 0.47207
C: -0.75599 -0.37970 -0.60483
F: -1.65690 -1.42629 -0.48324
S: -0.64739 0.32402 -2.29479
H: -0.12967 -2.43036 0.97808
H: 1.18259 -1.33434 -1.10377
H: 2.29696 0.60635 0.46449
H: 1.27902 1.03319 -0.80251
H: 0.25740 0.71256 1.96558
H: 0.31183 2.12998 1.16372
H: -1.59149 1.49279 -0.00580
H: -1.83415 0.35883 1.20668
H: -0.19051 -0.85747 -2.72769

Computed properties:
SMILES ... O[C@@H]1C[NH2+]C[C@@]1(F)S
Kohn-Sham gap ... 10.2 eV
Charge ... +1
Electronic energy ... -21376.1654 eV
HOMO energy ... -13.8323 eV

These are the Löwdin partial charges, in e, on atoms 1 to 4: 0.009, -0.337, -0.136, 0.072


Record 4
Here is a cluster of 3 separate species, C5H14NS2 in total in a non-equilibrium geometry from the OMol25 dataset. Energies are from wB97M-V/def2-TZVPD.

Positions of all 22 atoms, in Å:
N: 1.80653 -1.15238 3.13512
C: -0.73118 1.72092 3.45842
C: -0.39152 2.72031 2.64920
S: 0.85973 0.18488 0.23898
S: -0.98989 -0.66168 -0.29910
C: -1.18413 -0.01155 -1.96888
C: -0.87999 -0.96136 -3.18413
C: 0.66146 -1.27630 -3.25505
H: 2.68989 -1.17863 2.65963
H: 1.09991 -0.76675 2.44266
H: 1.55082 -2.06078 3.27562
H: -0.16376 0.68845 3.37008
H: -1.63560 1.76471 4.08939
H: -0.65372 3.80301 2.80585
H: 0.20485 2.38001 1.80418
H: -2.21430 0.35046 -2.14512
H: -0.42523 0.81728 -2.23240
H: -1.43658 -1.90702 -2.96633
H: -1.40039 -0.62453 -4.11862
H: 1.15224 -1.01598 -2.24768
H: 1.15148 -0.53902 -3.94208
H: 0.92937 -2.27403 -3.56975

Computed properties:
Kohn-Sham gap ... 4.0 eV
Charge ... +1
Electronic energy ... -28560.8774 eV
HOMO energy ... -12.8959 eV

These are the Löwdin partial charges, in e, on atoms 1 to 4: 0.040, -0.083, -0.088, 0.546


Record 5
Here is a cluster of 11 separate species, C18H40BN3O36S7 in total in a non-equilibrium geometry from the OMol25 dataset. Energies are from wB97M-V/def2-TZVPD.

Positions of all 105 atoms, in Å:
N: -2.41842 -4.97243 -6.34177
H: -2.62158 -4.54321 -5.45037
H: -1.55722 -4.55350 -6.66259
H: -3.07827 -4.88559 -7.10149
H: -2.33886 -5.95270 -6.11194
N: -1.86065 -9.59305 3.06762
H: -1.50838 -8.64749 3.02356
H: -2.30364 -9.83796 3.94162
H: -1.09747 -10.19994 2.80429
H: -2.61197 -9.51848 2.39676
N: 5.26096 -2.24088 -5.89374
H: 4.83286 -1.43458 -5.46163
H: 5.82802 -2.13683 -6.72303
H: 4.67762 -3.04518 -6.07515
H: 5.76088 -2.62448 -5.10442
O: -1.82294 -3.89329 -1.61739
C: -1.03644 -3.12837 -1.10373
O: -0.70163 -1.81634 -1.42547
B: 0.47571 -1.35795 -0.65375
O: 0.46015 -2.32684 0.49517
C: -0.23633 -3.41458 0.21120
O: -0.24023 -4.44458 0.84446
O: 1.68597 -1.65721 -1.46665
C: 2.42211 -0.63506 -1.46758
O: 3.53191 -0.59959 -1.99846
C: 1.61981 0.56803 -0.82938
O: 0.47726 0.13517 -0.43978
O: 2.05886 1.70425 -0.69283
C: 6.82072 5.84952 -2.73529
C: 7.92240 5.11092 -2.05900
O: 8.43126 4.06588 -2.87607
S: 7.80626 4.18532 -4.41000
O: 6.68856 3.33632 -4.62114
O: 8.80646 4.36825 -5.47945
O: 7.24241 5.73409 -4.04648
H: 6.85172 6.91483 -2.50664
H: 5.81175 5.45131 -2.62797
H: 7.47407 4.87089 -1.09490
H: 8.71023 5.79857 -1.75152
C: -8.25937 -4.87867 -0.88532
C: -8.34626 -3.37126 -1.42616
O: -8.61056 -2.46636 -0.35380
S: -9.21571 -3.24660 0.91973
O: -10.63941 -2.75539 1.04626
O: -8.33817 -3.13818 2.03467
O: -9.11086 -4.83258 0.25303
H: -7.31711 -5.30849 -0.54544
H: -8.76532 -5.58293 -1.54572
H: -9.04512 -3.25276 -2.25420
H: -7.32842 -3.15405 -1.75011
C: -4.70087 -2.78355 8.81775
C: -5.44666 -2.29194 7.62558
O: -5.13540 -3.04800 6.47903
S: -3.53973 -3.44546 6.57330
O: -2.79753 -2.30152 6.13189
O: -3.25062 -4.73500 5.96067
O: -3.57898 -3.45290 8.29521
H: -5.23772 -3.60952 9.28428
H: -4.32402 -1.98376 9.45526
H: -5.07199 -1.27478 7.51102
H: -6.52134 -2.26787 7.80602
C: 0.47188 8.51881 2.98050
C: 0.50643 7.03620 2.75066
O: -0.40855 6.54718 3.59628
S: -1.73721 7.55814 3.63409
O: -2.52394 7.36895 4.87426
O: -2.47691 7.40130 2.34381
O: -0.74396 8.87594 3.66571
H: 0.55713 9.19143 2.12701
H: 1.26168 8.69256 3.71134
H: 1.52348 6.69914 2.95093
H: 0.33879 6.90924 1.68113
C: -4.41420 1.12173 1.99011
C: -4.37309 2.40772 1.26055
O: -5.47355 3.13998 1.75876
S: -6.10731 2.53457 3.08398
O: -7.37543 1.78305 2.83619
O: -6.02634 3.57170 4.09019
O: -4.94226 1.37358 3.22181
H: -3.47472 0.78360 2.42730
H: -5.00792 0.30175 1.58610
H: -4.37346 2.30203 0.17569
H: -3.50980 2.95783 1.63500
C: 8.57134 -1.68240 0.93530
C: 9.65472 -0.77852 1.43621
O: 10.44215 -1.45407 2.44660
S: 9.98776 -3.03334 2.47954
O: 9.47136 -3.46883 3.81145
O: 11.03817 -3.85523 1.94302
O: 8.84104 -3.01404 1.35210
H: 8.36900 -1.78762 -0.13057
H: 7.65101 -1.15066 1.17689
H: 9.40274 0.22446 1.78067
H: 10.15662 -0.40829 0.54227
C: -0.17427 3.90364 -5.13164
C: 0.79604 4.23020 -6.26901
O: 0.38379 3.24555 -7.18189
S: 0.16169 1.76626 -6.41972
O: 1.46761 1.04917 -6.32534
O: -0.98598 1.03465 -6.91429
O: -0.22435 2.47010 -4.96066
H: -1.16493 4.33604 -5.27202
H: 0.35424 4.38068 -4.30630
H: 1.86092 4.26170 -6.03847
H: 0.60587 5.20247 -6.72356

Computed properties:
Kohn-Sham gap ... 6.8 eV
Charge ... +2
Electronic energy ... -173992.8317 eV
HOMO energy ... -12.6710 eV

These are the Löwdin partial charges, in e, on atoms 1 to 4: 0.355, 0.161, 0.159, 0.164